[1]
ORCA calculation (ωB97M-V/def2-TZVPD) on a 2-piece molecular cluster, C2H6O3 overall at a distorted geometry.

Each line ends with the Löwdin charge.
Cartesian coordinates (Å):
C -3.667 -0.590 -0.458  -0.15
O -4.516 0.436 0.071  -0.14
H -2.652 -0.380 -0.094  0.08
H -3.868 -0.684 -1.512  0.07
H -3.935 -1.538 0.021  0.07
H -4.285 0.540 1.002  0.07
O 4.062 -0.309 0.426  0.07
C 2.907 -0.310 0.126  -0.40
O 2.180 0.769 -0.206  0.07
H 2.293 -1.210 0.041  0.14
H 2.770 1.538 -0.217  0.12

## Properties
**Relative energy (zero: lowest compared OMol25 entry of this formula, charge and spin)**: 132.9 kJ/mol
**SMILES string**: O=CO.CO
**Net charge**: 0
**Frontier orbital gap**: 10.9 eV
**E_HOMO**: -10.31 eV
**Energy**: -305.5019 hartree

[2]
ORCA calculation (ωB97M-V/def2-TZVPD) on a 2-piece molecular cluster, C2H6O3S2 overall at a distorted geometry.

Each line ends with the Löwdin charge.
Cartesian coordinates (Å):
C -1.147 0.388 2.809  -0.08
C -0.111 0.761 2.050  -0.09
O 0.152 -0.625 -2.349  -0.30
O 2.220 0.689 -3.242  -0.43
O 2.392 -1.794 -3.363  -0.84
S 2.108 -2.420 -4.990  0.78
S 1.823 -0.503 -2.492  0.88
H -0.237 -0.036 -3.059  0.09
H -1.002 -0.223 3.703  0.05
H -2.151 0.504 2.305  0.06
H 0.876 0.387 2.281  0.04
H -0.022 1.262 1.106  0.03
H 2.807 -1.546 -5.653  -0.18

## Properties
**Relative energy (zero: lowest compared OMol25 entry of this formula, charge and spin)**: 244.6 kJ/mol
**Net charge**: 0
**Frontier orbital gap**: 9.7 eV
**E_HOMO**: -10.06 eV
**Energy**: -1101.7835 hartree